(1)
Formula: C6H16N3Pb
Source: the OMol25 dataset
Level of theory: ωB97M-V/def2-TZVPD

Element x y z (Å)
C 0.030 -2.858 -1.531
Pb 0.221 -1.100 -2.509
N 1.066 1.950 -2.101
H -1.006 -0.062 -3.301
H 0.246 2.410 -1.715
H 1.885 -1.189 -2.451
H -0.044 -3.367 -2.475
H -0.795 -2.742 -0.800
H 1.020 -3.209 -1.250
H 1.782 1.984 -1.380
H 1.406 2.522 -2.871
C -2.523 1.344 2.304
C -1.346 0.745 1.648
C -0.078 0.387 2.147
C 0.663 -0.141 1.091
N -0.135 -0.123 -0.003
N -1.331 0.428 0.364
C 2.060 -0.587 1.116
H -2.943 0.660 3.061
H -2.260 2.276 2.831
H -3.324 1.581 1.583
H 0.240 0.541 3.139
H -2.068 0.602 -0.339
H 2.644 0.199 1.556
H 2.165 -1.451 1.744
H 2.425 -0.801 0.142

Its multiplicity is 1. The HOMO-LUMO gap is 8.74 eV. The electronic energy comes out at -594.96193 Eh. The molar mass comes out at 337.415 u. The net charge is +1.



(2)
Formula: C24H19BF2N4ORhS
Source: the OMol25 dataset
Level of theory: ωB97M-V/def2-TZVPD

Element x y z (Å)
Rh 0.371 0.383 -0.612
N -0.826 -1.466 -0.573
C -1.072 -1.835 0.783
C -2.399 -2.024 1.152
C -2.752 -2.306 2.457
C -1.751 -2.401 3.409
C -0.433 -2.202 3.037
C -0.034 -1.920 1.724
C 1.412 -1.615 1.445
C 2.331 -1.900 2.392
C 3.731 -1.537 2.256
C 4.143 -0.692 1.310
C 3.160 -0.118 0.336
C 1.906 -0.989 0.161
H -1.690 -1.396 -1.097
H -0.213 -2.120 -1.044
H -3.166 -1.928 0.392
H -3.793 -2.437 2.724
H -1.992 -2.597 4.446
H 0.313 -2.215 3.817
H 2.056 -2.416 3.301
H 4.434 -1.942 2.976
H 5.179 -0.379 1.243
H 3.633 -0.030 -0.647
C -2.369 3.901 2.181
C -2.818 4.293 0.900
C -2.379 3.588 -0.195
C -1.517 2.504 -0.030
C -1.049 2.076 1.251
C -1.521 2.845 2.363
N -0.991 1.765 -1.094
N -1.341 1.972 -2.279
C -0.662 1.091 -3.159
C -1.013 1.145 -4.501
C -0.395 0.293 -5.404
C 0.568 -0.591 -4.941
C 0.916 -0.627 -3.590
C 0.322 0.208 -2.644
H -2.701 4.462 3.048
H -3.475 5.144 0.785
H -2.676 3.863 -1.199
H 0.123 0.834 2.242
H -1.186 2.568 3.356
H -1.769 1.853 -4.818
H -0.659 0.323 -6.454
H 1.067 -1.256 -5.637
H 1.699 -1.313 -3.297
O 2.850 1.211 0.763
S 1.990 1.984 -0.474
N -0.248 1.025 1.321
F 3.156 -1.958 -1.829
B 2.175 -2.025 -0.915
F 1.355 -3.093 -1.136

Its multiplicity is 1. The HOMO-LUMO gap (alpha / beta) is 6.37 / 6.37 eV. The electronic energy comes out at -1953.72909 Eh. The molar mass comes out at 563.224 u. The net charge is -1.



(3)
Formula: C3H8I2NO
Source: the OMol25 dataset
Level of theory: ωB97M-V/def2-TZVPD

Element x y z (Å)
C 2.182 -0.078 -0.596
C 1.035 -0.551 0.274
C -1.353 -0.096 0.740
N -0.144 0.221 -0.062
O -2.579 1.673 0.073
I -2.573 -1.618 0.132
I -4.324 1.109 -0.281
H 2.394 0.885 -0.564
H 2.961 -0.818 -0.349
H 1.800 -0.307 -1.599
H 1.404 -0.375 1.318
H 1.025 -1.561 -0.026
H -1.322 0.002 1.737
H 0.081 1.211 0.258
H -0.588 0.304 -1.054

Its multiplicity is 1. The HOMO-LUMO gap (alpha / beta) is 7.15 / 6.97 eV. The electronic energy comes out at -844.04021 Eh. The molar mass comes out at 327.911 u. The net charge is +1.



Question: Among the records above, which one has the lowest molar mass?
Answer: C3H8I2NO



Please write out number 2 again, unchanged.
Formula: C24H19BF2N4ORhS
Source: the OMol25 dataset
Level of theory: ωB97M-V/def2-TZVPD

Element x y z (Å)
Rh 0.371 0.383 -0.612
N -0.826 -1.466 -0.573
C -1.072 -1.835 0.783
C -2.399 -2.024 1.152
C -2.752 -2.306 2.457
C -1.751 -2.401 3.409
C -0.433 -2.202 3.037
C -0.034 -1.920 1.724
C 1.412 -1.615 1.445
C 2.331 -1.900 2.392
C 3.731 -1.537 2.256
C 4.143 -0.692 1.310
C 3.160 -0.118 0.336
C 1.906 -0.989 0.161
H -1.690 -1.396 -1.097
H -0.213 -2.120 -1.044
H -3.166 -1.928 0.392
H -3.793 -2.437 2.724
H -1.992 -2.597 4.446
H 0.313 -2.215 3.817
H 2.056 -2.416 3.301
H 4.434 -1.942 2.976
H 5.179 -0.379 1.243
H 3.633 -0.030 -0.647
C -2.369 3.901 2.181
C -2.818 4.293 0.900
C -2.379 3.588 -0.195
C -1.517 2.504 -0.030
C -1.049 2.076 1.251
C -1.521 2.845 2.363
N -0.991 1.765 -1.094
N -1.341 1.972 -2.279
C -0.662 1.091 -3.159
C -1.013 1.145 -4.501
C -0.395 0.293 -5.404
C 0.568 -0.591 -4.941
C 0.916 -0.627 -3.590
C 0.322 0.208 -2.644
H -2.701 4.462 3.048
H -3.475 5.144 0.785
H -2.676 3.863 -1.199
H 0.123 0.834 2.242
H -1.186 2.568 3.356
H -1.769 1.853 -4.818
H -0.659 0.323 -6.454
H 1.067 -1.256 -5.637
H 1.699 -1.313 -3.297
O 2.850 1.211 0.763
S 1.990 1.984 -0.474
N -0.248 1.025 1.321
F 3.156 -1.958 -1.829
B 2.175 -2.025 -0.915
F 1.355 -3.093 -1.136

Its multiplicity is 1. The HOMO-LUMO gap (alpha / beta) is 6.37 / 6.37 eV. The electronic energy comes out at -1953.72909 Eh. The molar mass comes out at 563.224 u. The net charge is -1.